Entry 1:
The following is a DFT calculation (wB97M-V/def2-TZVPD) of one molecule with the formula C16H22N2O.

```
41
Properties=species:S:1:pos:R:3:mulliken_charge:R:1
C 0.32 -0.51 4.57 -1.229
C -0.61 -0.70 3.46 0.738
C -1.78 -1.63 3.48 -1.191
C -2.29 -1.45 2.23 0.821
C -3.57 -2.10 1.80 -1.196
N -1.39 -0.63 1.49 0.614
C -1.41 -0.33 0.11 -0.819
O -2.32 -0.72 -0.53 -0.576
C -0.22 0.25 -0.70 1.984
C 0.67 1.29 0.03 -0.797
C 1.88 1.70 -0.86 0.203
C 2.72 0.43 -1.37 -1.548
C 1.82 -0.52 -2.13 0.550
C 1.20 0.21 -3.32 -1.358
C 0.31 1.39 -2.90 0.314
C 1.26 2.48 -2.14 -1.629
C -0.81 0.91 -1.94 -1.332
C 0.74 -0.97 -1.12 -1.552
N -0.37 -0.18 2.33 -0.837
H 1.30 -0.97 4.21 0.241
H -0.10 -1.04 5.41 0.336
H 0.63 0.44 4.97 0.338
H -2.33 -2.10 4.24 0.353
H -4.29 -1.26 1.71 0.257
H -3.94 -2.89 2.46 0.384
H -3.51 -2.52 0.79 0.279
H 0.01 2.17 0.31 0.344
H 1.19 0.68 0.85 0.363
H 2.48 2.42 -0.37 0.471
H 3.30 -0.03 -0.63 0.490
H 3.37 0.88 -2.10 0.551
H 2.40 -1.40 -2.46 0.337
H 0.50 -0.45 -3.77 0.516
H 1.99 0.43 -4.11 0.365
H -0.26 1.86 -3.71 0.289
H 0.80 3.36 -1.80 0.540
H 2.05 2.71 -2.76 0.615
H -1.50 1.70 -1.64 0.475
H -1.42 0.13 -2.51 0.263
H 0.04 -1.78 -1.44 0.523
H 1.17 -1.27 -0.15 0.510
```

Its HOMO-LUMO gap is 0.3740 Eh. The structure (SMILES) is Cc1cc(C)n(C(=O)[C@]23C[C@H]4C[C@H](C[C@H](C4)C2)C3)n1.

=====

Entry 2:
The following is a DFT calculation (wB97M-V/def2-TZVPD) of one molecule with the formula C16H22N2O4S.

```
45
Properties=species:S:1:pos:R:3:mulliken_charge:R:1
C 2.12 0.83 -5.21 -1.469
C 2.10 0.30 -3.70 0.793
C 2.98 -0.90 -3.45 -1.594
C 0.69 0.30 -3.05 -0.012
O 0.87 0.71 -1.70 -0.338
C -0.21 1.25 -1.04 0.496
O -1.03 1.97 -1.63 -0.642
C -0.30 1.03 0.42 0.322
C -1.21 1.45 1.30 -1.393
C -1.05 0.92 2.66 0.459
C -0.11 -0.06 2.65 0.740
S 0.66 -0.28 1.07 -0.308
C 0.32 -0.86 3.86 -0.858
C 0.92 -0.10 4.98 -0.639
C 0.14 1.10 5.30 -0.781
C -1.39 0.90 5.33 -0.859
C -1.95 1.28 3.87 -0.734
C -0.18 -0.99 -3.15 0.502
O 0.37 -2.07 -3.38 -0.676
N -1.55 -0.84 -2.99 -0.062
C -2.48 -1.84 -3.02 0.451
N -2.34 -3.13 -2.94 -0.356
O -3.60 -1.43 -3.11 -0.680
H 1.43 1.61 -5.50 0.414
H 2.10 -0.02 -5.90 0.341
H 3.12 1.26 -5.39 0.378
H 2.54 1.14 -3.16 0.167
H 2.89 -1.18 -2.42 0.344
H 4.02 -0.70 -3.66 0.423
H 2.74 -1.81 -3.93 0.339
H 0.04 0.92 -3.67 0.334
H -1.91 2.29 1.11 0.397
H 1.16 -1.41 3.57 0.447
H -0.49 -1.53 4.15 0.370
H 1.99 -0.01 4.73 0.345
H 0.90 -0.78 5.86 0.240
H 0.44 1.26 6.32 0.379
H 0.32 1.94 4.66 0.433
H -1.87 1.56 6.01 0.410
H -1.60 -0.07 5.64 0.449
H -2.90 0.75 3.76 0.329
H -2.13 2.37 3.85 0.370
H -1.94 0.06 -2.88 0.226
H -1.43 -3.53 -3.17 0.246
H -3.20 -3.65 -3.04 0.257
```

Its HOMO-LUMO gap is 0.3367 Eh. The structure (SMILES) is CC(C)[C@H](OC(=O)c1cc2c(s1)CCCCC2)C(=O)NC(N)=O.

=====

Entry 3:
The following is a DFT calculation (wB97M-V/def2-TZVPD) of an isolated ion of composition C16H22N3O2S and charge +1.

```
44
Properties=species:S:1:pos:R:3:mulliken_charge:R:1
C -3.60 -2.65 -0.27 -1.208
C -2.84 -1.67 -1.17 -0.374
N -2.73 -0.27 -0.65 0.800
C -3.04 -0.19 0.80 -1.273
C -3.66 0.62 -1.38 -0.680
C -5.16 0.19 -1.46 -1.133
C -1.31 0.11 -0.85 -1.149
C -0.96 1.60 -0.83 -0.957
S 0.87 1.77 -0.70 -0.066
C 1.30 1.18 1.00 -0.287
N 0.14 0.91 1.87 0.338
O 0.29 1.41 2.96 -0.424
C 2.23 -0.02 0.87 0.422
O 1.70 -1.13 0.74 -0.619
C 3.71 0.17 0.84 0.440
C 4.51 -0.97 0.79 -0.329
C 5.90 -0.97 0.70 -0.733
C 6.56 0.27 0.70 0.664
C 7.98 0.24 0.66 -0.072
N 9.15 0.30 0.56 -0.430
C 5.80 1.46 0.76 -0.986
C 4.39 1.42 0.80 -0.070
H -4.54 -2.23 0.11 0.274
H -2.95 -2.90 0.61 0.353
H -3.77 -3.55 -0.86 0.414
H -3.36 -1.68 -2.12 0.422
H -1.85 -2.10 -1.33 0.335
H -2.33 -0.81 1.35 0.439
H -4.08 -0.51 1.05 0.449
H -2.92 0.81 1.19 0.363
H -3.29 0.75 -2.41 0.446
H -3.66 1.66 -0.99 0.422
H -5.71 1.00 -1.97 0.405
H -5.52 0.08 -0.44 0.309
H -5.31 -0.75 -1.99 0.325
H -0.67 -0.40 -0.10 0.693
H -0.96 -0.22 -1.82 0.473
H -1.38 2.12 0.03 0.330
H -1.33 2.10 -1.72 0.522
H 1.84 1.99 1.48 0.701
H 4.03 -1.96 0.85 0.368
H 6.37 -1.96 0.70 0.404
H 6.36 2.40 0.82 0.414
H 3.82 2.38 0.83 0.266
```

Its HOMO-LUMO gap is 0.3123 Eh. The structure (SMILES) is CC[N+](C)(CC)CCS[C@@H](N=O)C(=O)c1ccc(C#N)cc1. The total charge is +1.

=====

Entry 4:
The following is a DFT calculation (wB97M-V/def2-TZVPD) of one molecule with the formula C16H22N4O.

```
43
Properties=species:S:1:pos:R:3:mulliken_charge:R:1
C 0.53 -3.46 -1.30 -1.218
C 1.15 -2.16 -1.66 -0.043
N 0.44 -1.10 -0.93 0.047
C 1.05 -0.39 0.08 0.202
N 0.34 0.63 0.77 -0.302
C -1.09 0.57 1.05 0.593
C -1.34 1.33 2.36 -1.709
C -1.33 2.88 2.27 -0.421
C -2.29 3.57 1.34 -0.553
C -3.53 2.73 1.09 -0.691
N -3.30 1.72 0.06 0.069
C -4.16 1.69 -1.19 -1.011
C -2.10 0.91 -0.09 0.268
O -2.12 0.05 -0.94 -0.790
N 2.32 -0.36 0.36 -0.618
C 3.14 -1.21 -0.31 0.330
C 4.53 -1.13 0.00 -0.443
C 5.37 -1.98 -0.64 -0.213
C 4.95 -2.95 -1.56 -0.844
C 3.63 -3.05 -1.87 -0.547
C 2.69 -2.13 -1.32 0.161
H -0.46 -3.45 -1.73 0.395
H 1.10 -4.27 -1.72 0.417
H 0.42 -3.57 -0.19 0.263
H 1.01 -1.97 -2.71 0.364
H -0.54 -0.84 -1.22 0.274
H 0.99 0.98 1.43 0.333
H -1.31 -0.51 1.21 0.229
H -0.57 1.07 3.08 0.552
H -2.21 1.04 2.86 0.589
H -0.25 3.11 2.10 0.247
H -1.57 2.99 3.30 0.333
H -1.80 3.68 0.39 0.380
H -2.52 4.64 1.77 0.312
H -4.39 3.38 0.73 0.364
H -3.94 2.21 1.99 0.309
H -4.87 0.89 -1.24 0.310
H -3.49 1.47 -2.01 0.334
H -4.67 2.63 -1.45 0.366
H 4.84 -0.48 0.86 0.346
H 6.44 -1.75 -0.43 0.281
H 5.58 -3.55 -2.10 0.467
H 3.31 -3.90 -2.50 0.267
```

Its HOMO-LUMO gap is 0.2811 Eh. The structure (SMILES) is C[C@H]1NC(N[C@H]2CCCCN(C)C2=O)=Nc2ccccc21.

=====

Entry 5:
The following is a DFT calculation (wB97M-V/def2-TZVPD) of one molecule with the formula C16H22N4O3S.

```
46
Properties=species:S:1:pos:R:3:mulliken_charge:R:1
C -4.85 -6.17 2.25 -1.409
C -4.26 -4.88 1.79 0.905
C -4.76 -3.66 2.25 -0.812
C -4.22 -2.46 1.84 -0.751
C -3.14 -2.45 0.95 0.499
C -2.49 -1.21 0.47 0.942
O -1.32 -1.20 0.13 -0.822
N -3.32 -0.12 0.43 -0.230
C -3.20 1.23 0.12 0.271
S -4.59 2.12 0.29 -0.472
N -2.09 1.81 -0.29 -0.189
N -0.83 1.29 -0.52 -0.061
C 0.12 2.13 -0.98 0.354
O -0.11 3.31 -1.17 -0.734
C 1.46 1.47 -1.23 -0.154
C 2.59 2.34 -0.66 -0.681
N 3.88 1.78 -1.04 0.115
C 4.93 1.88 -0.04 -0.809
C 5.53 3.29 0.03 -0.391
O 6.03 3.68 -1.23 -0.405
C 5.02 3.65 -2.21 -0.486
C 4.38 2.26 -2.32 -0.676
C -2.62 -3.66 0.51 -0.575
C -3.18 -4.86 0.91 -0.618
H -4.83 -6.91 1.45 0.368
H -5.87 -6.04 2.59 0.366
H -4.26 -6.57 3.08 0.284
H -5.59 -3.66 2.95 0.367
H -4.62 -1.54 2.25 0.390
H -4.28 -0.31 0.70 0.137
H -2.11 2.81 -0.50 0.316
H -0.73 0.28 -0.34 0.438
H 1.59 1.39 -2.31 0.207
H 1.49 0.47 -0.80 0.172
H 2.51 2.33 0.43 0.425
H 2.44 3.37 -1.00 0.201
H 4.53 1.59 0.93 0.414
H 5.71 1.18 -0.33 0.338
H 6.38 3.32 0.71 0.355
H 4.77 4.01 0.37 0.292
H 5.49 3.93 -3.15 0.368
H 4.25 4.40 -1.97 0.292
H 3.57 2.27 -3.04 0.289
H 5.14 1.55 -2.65 0.394
H -1.78 -3.65 -0.17 0.403
H -2.77 -5.79 0.55 0.377
```

Its HOMO-LUMO gap is 0.2899 Eh. The structure (SMILES) is Cc1ccc(C(=O)NC(=S)NNC(=O)CCN2CCOCC2)cc1.